9
Properties=species:S:1:pos:R:3 method="wB97M-V/def2-TZVPD" homo_ev=-8.2 lumo_energy_ev=1.16
F 1.239 1.281 0.937
N -0.919 -1.270 0.011
N 0.257 -0.699 -0.376
C 0.439 1.007 -0.100
H -1.024 -1.483 0.990
H 0.898 1.361 -1.015
H -0.481 1.601 0.084
H -1.627 -0.739 -0.342
H 1.218 -1.060 -0.189

=====

10
Properties=species:S:1:pos:R:3 method="wB97M-V/def2-TZVPD" homo_ev=-8.8 lumo_energy_ev=-0.05
P 0.157 2.237 0.278
P -0.480 0.444 -1.134
F 1.762 1.849 0.773
O -0.912 -0.849 -0.160
C -0.032 -1.708 0.351
H 0.742 2.986 -0.744
H -1.924 0.884 -0.876
H 0.948 -1.590 -0.118
H -0.327 -2.779 0.166
H 0.065 -1.473 1.466

=====

9
Properties=species:S:1:pos:R:3 method="wB97M-V/def2-TZVPD" homo_ev=-14.2 lumo_energy_ev=-4.70 charge=+1
I -2.529 0.041 -0.198
O 0.344 -1.496 -0.174
N 0.459 0.832 -0.334
C -0.289 -0.238 0.272
H 0.548 0.835 -1.314
H 1.518 0.677 0.025
H 0.136 -2.181 0.391
H -0.303 -0.232 1.341
H 0.117 1.761 -0.009

=====

9
Properties=species:S:1:pos:R:3 method="wB97M-V/def2-TZVPD" homo_ev=-13.2 lumo_energy_ev=-4.81 charge=+1
I 0.352 2.573 1.792
O -1.231 -1.722 -0.713
N 0.680 -0.776 -0.413
C -0.468 -0.734 -0.999
H 1.092 -1.660 -0.018
H -2.144 -1.632 -1.215
H 1.381 -0.143 -0.738
H -0.935 0.162 -1.524
H 1.862 2.668 2.316

=====

9
Properties=species:S:1:pos:R:3 method="wB97M-V/def2-TZVPD" homo_ev=-8.4 lumo_energy_ev=-0.87
I -2.530 0.066 -0.242
P 0.770 -1.606 -0.352
P 0.302 2.005 -0.299
C -0.455 0.576 0.440
H -0.448 0.482 1.486
H -0.445 -2.262 -0.687
H 0.622 1.292 -1.498
H 1.434 1.597 0.231
H 0.750 -2.150 0.921

=====

8
Properties=species:S:1:pos:R:3 method="wB97M-V/def2-TZVPD" homo_ev=-9.4 lumo_energy_ev=-1.02
I 0.552 1.838 2.621
Si 0.091 -0.655 0.140
C 0.959 0.771 0.538
H -0.883 0.044 -0.582
H 1.965 1.072 0.283
H 0.758 -1.969 -0.292
H 1.498 0.189 1.411
H -0.109 -1.450 1.526